Record 1
{
  "formula": "C3H7ClMnNP",
  "method": "ωB97M-V/def2-TZVPD",
  "species": ["C", "P", "Cl", "C", "C", "N", "H", "H", "H", "H", "H", "H", "H", "Mn"],
  "positions_angstrom": [[2.60, 0.12, 0.15], [0.89, 0.62, -0.42], [0.57, 2.66, 0.11], [-0.45, -0.28, 0.65], [-1.81, 0.09, -0.04], [-2.16, -0.41, -1.22], [2.98, -0.68, -0.56], [2.65, -0.23, 1.23], [3.29, 1.00, 0.00], [-0.44, 0.20, 1.67], [-0.28, -1.39, 0.70], [-2.50, 0.81, 0.46], [-1.40, -1.04, -1.53], [-3.93, -1.47, -1.20]],
  "s2": 8.7583,
  "lumo_energy_ha": [-0.4353, -0.4435],
  "orbital_gap_ev": [3.532, 3.229],
  "total_energy_ha": -2125.047713,
  "total_charge": 2,
  "spin_multiplicity": 6
}


Record 2
{
  "formula": "C12H21BO6Ta",
  "method": "ωB97M-V/def2-TZVPD",
  "species": ["O", "C", "C", "Ta", "C", "O", "C", "O", "C", "C", "O", "B", "O", "O", "C", "C", "C", "C", "C", "C", "H", "H", "H", "H", "H", "H", "H", "H", "H", "H", "H", "H", "H", "H", "H", "H", "H", "H", "H", "H", "H"],
  "positions_angstrom": [[1.83, -4.09, 0.68], [1.35, -2.92, 0.89], [2.21, -1.91, 1.75], [3.17, -0.15, 0.59], [1.18, 0.51, -0.42], [0.21, 1.04, 0.53], [-0.72, 1.94, -0.09], [-1.86, 1.25, -0.65], [-2.95, 2.15, -0.97], [-4.00, 2.12, 0.24], [-3.53, 2.76, 1.46], [4.20, 1.72, -0.37], [5.13, 2.51, 0.43], [3.98, 2.21, -1.72], [-0.10, -2.62, 0.29], [-1.27, -2.07, 1.13], [-2.66, -1.75, 0.47], [-2.85, -2.00, -1.05], [-1.69, -2.59, -1.87], [-0.30, -2.91, -1.23], [3.09, -2.52, 2.20], [1.64, -1.49, 2.68], [2.71, 0.95, 2.04], [4.80, -0.61, 1.36], [3.60, -1.22, -0.86], [0.72, -0.29, -1.12], [1.47, 1.39, -1.13], [-0.28, 2.60, -0.92], [-1.06, 2.67, 0.74], [-3.42, 1.79, -1.96], [-2.54, 3.21, -1.10], [-4.22, 1.02, 0.50], [-4.95, 2.65, -0.08], [-2.83, 2.20, 1.87], [5.39, 1.94, 1.18], [4.33, 1.59, -2.39], [-1.19, -1.86, 2.25], [-3.53, -1.31, 1.06], [-3.84, -1.76, -1.58], [-1.81, -2.82, -2.99], [0.58, -3.34, -1.81]],
  "lumo_energy_ha": 0.0883,
  "orbital_gap_ev": 7.341,
  "total_energy_ha": -1002.850283,
  "total_charge": -1,
  "spin_multiplicity": 1
}


Record 3
{
  "formula": "C6H9Cl",
  "method": "ωB97M-V/def2-TZVPD",
  "species": ["C", "C", "C", "C", "C", "C", "H", "H", "H", "H", "H", "H", "H", "H", "H", "Cl"],
  "positions_angstrom": [[-0.04, -0.60, 1.43], [-0.21, 0.81, 0.43], [-1.24, 0.84, -0.71], [-1.90, -0.35, -1.32], [1.32, 0.77, 0.19], [2.02, -0.33, -0.30], [-1.02, -1.16, 2.03], [0.18, -1.50, 0.68], [0.80, -0.72, 2.09], [-0.45, 1.81, 0.90], [-1.38, 1.84, -1.34], [-1.92, -1.35, -0.71], [-2.63, -0.08, -2.25], [1.89, 1.72, 0.59], [3.00, 0.02, -0.61], [1.59, -1.75, -1.11]],
  "lumo_energy_ha": 0.0304,
  "orbital_gap_ev": 9.709,
  "total_energy_ha": -694.009978,
  "spin_multiplicity": 1
}